(1)
The following is a quantum chemistry calculation of a gas-phase ion, C4H5N4O4S (charge -1) in a non-equilibrium geometry, from OMol25.

The calculation puts the total energy at -1073.43825 a.u. Its lowest unoccupied orbital energy (alpha / beta) is 0.14021 / 0.05095 Ha. The spin multiplicity is 3. The total charge is -1. The expectation value of S² is 2.02. As for the HOMO energy (alpha / beta): -1.54 / -4.81 eV.

XYZ file:
```
18
Properties=species:S:1:pos:R:3:forces:R:3
C -1.400216 1.125074 1.367070 -1.81 -0.56 0.10
C -2.298892 0.228185 0.722574 -0.18 3.60 4.37
C -0.034508 1.065282 1.356025 1.79 0.96 1.16
C -0.635854 -0.872202 -0.569974 -5.01 -1.04 1.33
N -1.970322 -0.485834 -0.279409 2.07 -2.79 -4.47
N 1.032521 1.161567 1.940388 -3.20 -0.15 1.08
N 0.059559 -1.105364 0.497651 0.73 -0.57 0.51
N -0.518384 -1.400910 -1.816319 2.29 -1.36 2.09
O 0.920194 0.931454 -0.782254 -1.70 1.47 -0.88
O 3.075014 0.419972 0.106149 0.22 0.01 0.19
O 2.364739 -0.552676 -1.990382 0.03 -0.71 -0.77
O 1.401390 -1.398533 0.180224 -0.30 1.66 -1.02
S 1.966649 -0.013115 -0.722858 3.61 -1.44 0.81
H -1.930602 1.941901 1.890787 0.80 -0.24 0.09
H -3.320539 0.389746 1.113836 0.25 -0.55 -1.00
H 1.955618 1.181560 1.630643 1.85 0.14 -1.13
H -1.059714 -1.032590 -2.488901 -2.51 1.72 -2.41
H 0.393348 -1.583515 -2.155248 1.09 -0.15 -0.04
```
Positions in Å, forces in eV/Å.


(2)
The following is a quantum chemistry calculation of a molecular structure, C18H17N7O2PdS3, from OMol25.

The calculation puts the total energy at -2552.46239 a.u. Its lowest unoccupied orbital energy is 0.17302 Ha. The spin multiplicity is 1. The energy above the lowest of the compared OMol25 structures with the same formula, charge and spin is 5.3 kcal per mole. The total charge is -2. As for the HOMO energy: -1.51 eV.

XYZ file:
```
48
Properties=species:S:1:pos:R:3:forces:R:3
Pd -1.173710 0.272722 1.046445 0.15 0.16 -0.14
N 5.428356 -1.083846 -3.142601 -0.01 -0.04 0.04
C 4.683507 -0.425833 -2.132635 -0.05 -0.02 -0.06
C 3.303438 -0.286482 -2.269031 0.06 -0.02 0.02
C 2.571756 0.356324 -1.289786 0.01 0.04 0.07
C 3.210124 0.867779 -0.164261 -0.15 0.01 -0.15
C 4.577079 0.736725 -0.025120 0.10 0.01 0.05
C 5.317910 0.099443 -1.012665 -0.02 0.04 0.02
S 2.202219 1.590840 1.109654 0.16 0.00 0.04
O 3.089991 1.940268 2.198793 -0.01 -0.10 0.03
O 1.465044 2.676283 0.513033 -0.03 -0.07 -0.10
N 1.146500 0.437055 1.454717 -0.21 0.17 0.15
C 1.527761 -0.749118 1.962749 0.00 -0.01 -0.08
N 0.490911 -1.584732 2.249818 0.01 -0.20 0.00
C 0.779685 -2.820592 2.590983 0.20 0.12 0.03
C 2.087273 -3.281402 2.725784 -0.06 -0.05 0.00
C 3.070889 -2.335228 2.496197 0.04 0.02 0.00
N 2.828992 -1.088698 2.127675 -0.09 -0.05 0.00
H 4.854288 -1.751528 -3.639579 0.01 0.03 -0.02
H 6.235403 -1.558693 -2.763344 0.00 0.01 -0.01
H 2.781602 -0.732561 -3.107008 0.01 0.00 -0.02
H 1.493928 0.422549 -1.375340 0.00 0.01 0.01
H 5.048592 1.106742 0.875999 -0.02 0.00 0.00
H 6.391831 -0.014998 -0.900222 0.00 0.00 0.00
H -0.066653 -3.479452 2.772627 -0.01 0.00 0.02
H 2.319755 -4.302441 2.994466 -0.01 0.01 0.01
H 4.120822 -2.600370 2.612366 0.00 0.03 -0.01
N -3.271928 -1.325944 2.056860 -0.01 0.06 0.03
C -3.081732 0.004855 1.471963 -0.03 -0.09 -0.26
S -2.654035 1.334477 2.536200 0.00 -0.04 0.07
N -4.068067 0.094830 0.442050 -0.22 0.11 0.25
C -4.460349 1.145441 -0.342195 0.10 -0.02 -0.10
C -5.594452 0.979362 -1.157183 0.00 0.00 -0.01
C -6.037365 1.991931 -1.987620 -0.02 -0.02 -0.01
C -5.374470 3.212293 -2.031704 0.02 0.02 0.00
C -4.248481 3.379055 -1.233089 0.01 0.01 0.00
C -3.782485 2.373388 -0.403426 -0.04 -0.05 0.02
H -2.395768 -1.560339 2.513036 0.00 -0.03 -0.04
H -3.956772 -1.234869 2.803925 0.01 -0.01 0.00
H -4.448651 -0.809112 0.218157 0.00 0.00 -0.03
H -6.125794 0.033441 -1.125936 0.01 0.00 0.00
H -6.911893 1.822200 -2.607029 0.00 0.01 0.00
H -5.717316 4.007217 -2.682932 0.00 0.00 0.00
H -3.698521 4.313089 -1.263713 -0.01 0.00 -0.01
H -2.892959 2.512258 0.191298 0.01 0.00 0.01
S 0.257476 -2.432382 -2.819804 -0.03 0.10 0.12
C -0.403215 -1.464172 -1.641247 -0.26 -0.12 -0.23
N -0.920516 -0.787775 -0.847325 0.38 -0.03 0.30
```
Positions in Å, forces in eV/Å.


Q: What is the formula in the second record?
A: C18H17N7O2PdS3


Q: Which value of total charge does entry 2 give?
A: -2


What did the first record say?
The following is a quantum chemistry calculation of a gas-phase ion, C4H5N4O4S (charge -1) in a non-equilibrium geometry, from OMol25.

The calculation puts the total energy at -1073.43825 a.u. Its lowest unoccupied orbital energy (alpha / beta) is 0.14021 / 0.05095 Ha. The spin multiplicity is 3. The total charge is -1. The expectation value of S² is 2.02. As for the HOMO energy (alpha / beta): -1.54 / -4.81 eV.

XYZ file:
```
18
Properties=species:S:1:pos:R:3:forces:R:3
C -1.400216 1.125074 1.367070 -1.81 -0.56 0.10
C -2.298892 0.228185 0.722574 -0.18 3.60 4.37
C -0.034508 1.065282 1.356025 1.79 0.96 1.16
C -0.635854 -0.872202 -0.569974 -5.01 -1.04 1.33
N -1.970322 -0.485834 -0.279409 2.07 -2.79 -4.47
N 1.032521 1.161567 1.940388 -3.20 -0.15 1.08
N 0.059559 -1.105364 0.497651 0.73 -0.57 0.51
N -0.518384 -1.400910 -1.816319 2.29 -1.36 2.09
O 0.920194 0.931454 -0.782254 -1.70 1.47 -0.88
O 3.075014 0.419972 0.106149 0.22 0.01 0.19
O 2.364739 -0.552676 -1.990382 0.03 -0.71 -0.77
O 1.401390 -1.398533 0.180224 -0.30 1.66 -1.02
S 1.966649 -0.013115 -0.722858 3.61 -1.44 0.81
H -1.930602 1.941901 1.890787 0.80 -0.24 0.09
H -3.320539 0.389746 1.113836 0.25 -0.55 -1.00
H 1.955618 1.181560 1.630643 1.85 0.14 -1.13
H -1.059714 -1.032590 -2.488901 -2.51 1.72 -2.41
H 0.393348 -1.583515 -2.155248 1.09 -0.15 -0.04
```
Positions in Å, forces in eV/Å.


Q: What is the formula in the first record?
A: C4H5N4O4S